# C3H7N3O

One molecule with the formula C3H7N3O (ωB97M-V/def2-TZVPD, the OMol25 dataset).

Geometry (Å):
H (4.095531, -0.504715, 0.171380)
N (3.233965, -0.416254, 0.703606)
C (2.304893, -0.222214, -0.137084)
N (1.006232, -0.028989, 0.319298)
C (-0.186221, -0.077636, -0.399890)
O (-0.254190, -0.370963, -1.577696)
N (-1.271463, 0.265834, 0.373311)
C (-2.613583, 0.147642, -0.158547)
H (2.740306, 0.247845, -1.002737)
H (1.005267, 0.390898, 1.238889)
H (-1.173996, 0.178849, 1.374084)
H (-2.612275, 0.465191, -1.201066)
H (-3.278107, 0.802639, 0.409179)
H (-2.996361, -0.878127, -0.112726)

Atoms 1-3, force components in eV/Å:
H 0.2 0.4 0.3
N -0.2 -1.4 0.7
C 1.1 1.6 0.6

Summary:
Molecular weight   101.1 g mol⁻¹
SMILES string   [H]/N=C/NC(=O)NC
Energy above the lowest of the compared OMol25 structures with the same formula, charge and spin   20.92 kcal per mole
HOMO   -9.798 eV
Total energy   -9742.1260 eV
Kohn-Sham gap   0.3896 Eh
E_LUMO   0.0296 Eh
Spin multiplicity   1

---

# C4H4OTl

C4H4OTl as an isolated structure (ωB97M-V/def2-TZVPD, the OMol25 dataset).

Geometry (Å):
C (0.920031, -1.043587, -0.338528)
C (2.165816, -1.364833, -0.650681)
H (3.160785, -0.932235, -0.543806)
H (0.124277, -1.743799, -0.637813)
C (0.438807, 0.245119, 0.243063)
C (-0.763340, 0.358092, 0.905750)
O (-1.383151, 1.448891, 1.190684)
Tl (-1.187456, 2.347501, -0.769393)
H (1.034399, 1.146171, 0.044618)
H (-1.254080, -0.602202, 1.178623)

Atoms 1-3, force components in eV/Å:
C 0.3 0.1 -0.2
C -0.5 0.5 0.4
H -0.3 -0.2 -0.1

Summary:
Molecular weight   272.5 g mol⁻¹
Energy above the lowest of the compared OMol25 structures with the same formula, charge and spin   0.00 kcal per mole
HOMO (alpha / beta)   -8.054 / -7.800 eV
Total energy   -10949.6989 eV
Kohn-Sham gap (alpha / beta)   0.2862 / 0.2769 Eh
E_LUMO (alpha / beta)   -0.0098 / -0.0097 Eh
Spin multiplicity   2

---

# C32H30F2N

A 2-piece molecular cluster, C32H30F2N overall (ωB97M-V/def2-TZVPD, the OMol25 dataset).

Geometry (Å):
F (-4.602449, 1.572664, -4.436358)
C (-3.363466, 1.210545, -3.976061)
C (-3.207651, -0.080190, -3.471373)
C (-1.956251, -0.430574, -3.005841)
C (-0.885042, 0.499045, -2.912053)
C (0.358627, 0.014503, -2.404598)
C (1.637275, 0.535313, -2.829796)
C (2.542815, -0.353533, -3.461926)
C (3.708555, 0.100290, -4.050286)
C (4.001964, 1.456087, -3.941626)
F (5.139874, 1.920957, -4.547430)
C (3.189256, 2.355831, -3.255831)
C (2.024906, 1.884091, -2.659956)
C (-1.099664, 1.797924, -3.445014)
C (-2.328302, 2.144653, -4.001532)
H (-4.038237, -0.780408, -3.425388)
H (-1.765946, -1.455609, -2.688434)
H (0.337324, -1.067362, -2.229361)
H (2.272764, -1.408753, -3.530187)
H (4.372362, -0.581956, -4.571079)
H (3.472006, 3.401618, -3.187640)
H (1.394833, 2.542839, -2.059681)
H (-0.279923, 2.512175, -3.437676)
H (-2.506352, 3.132353, -4.421567)
C (4.045628, -2.288741, 0.099182)
C (2.907522, -1.929272, -0.634324)
C (2.042606, -1.000478, -0.089694)
C (2.164829, -0.487472, 1.198281)
C (1.090205, 0.418659, 1.610443)
C (-0.206263, 0.013902, 1.881198)
N (-0.997815, 0.619170, 2.846537)
C (-0.387660, 1.627351, 3.710438)
C (-1.426142, 2.459614, 4.468087)
C (-2.429676, 1.600466, 5.230417)
C (-3.050320, 0.576999, 4.280773)
C (-1.991362, -0.223504, 3.529894)
C (-0.860578, -1.075846, 1.099261)
C (-0.332452, -2.371936, 1.078543)
C (-0.923853, -3.365429, 0.303141)
C (-2.098171, -3.100264, -0.402709)
C (-2.681216, -1.833273, -0.307924)
C (-2.048962, -0.813282, 0.394207)
C (3.303065, -0.876754, 1.946078)
C (4.224616, -1.767462, 1.390085)
H (4.781982, -2.965331, -0.340140)
H (2.709453, -2.368848, -1.612949)
H (1.224199, -0.579671, -0.661123)
H (1.405834, 1.420985, 1.906470)
H (0.283253, 1.135268, 4.440213)
H (0.221514, 2.304889, 3.105514)
H (-0.893481, 3.123143, 5.156422)
H (-1.962063, 3.091024, 3.746227)
H (-1.932465, 1.080196, 6.062124)
H (-3.217143, 2.238383, 5.647900)
H (-3.683022, -0.126094, 4.836602)
H (-3.693292, 1.093358, 3.553752)
H (-2.505216, -0.877680, 2.819703)
H (-1.469865, -0.881256, 4.250928)
H (0.547744, -2.588768, 1.686391)
H (-0.463740, -4.350440, 0.246491)
H (-2.550637, -3.869163, -1.032987)
H (-3.619190, -1.625625, -0.821618)
H (-2.466049, 0.197446, 0.397436)
H (3.421709, -0.484773, 2.958631)
H (5.097212, -2.072006, 1.972783)

Atoms 1-3, force components in eV/Å:
F 1.9 -0.4 0.6
C -1.5 0.1 -0.1
C 0.3 0.0 -0.1

Summary:
Molecular weight   466.6 g mol⁻¹
Charge   +1
Energy above the lowest of the compared OMol25 structures with the same formula, charge and spin   0.00 kcal per mole
HOMO   -9.732 eV
Total energy   -40587.0919 eV
Kohn-Sham gap   0.1392 Eh
E_LUMO   -0.2184 Eh
Spin multiplicity   1